# 1
ORCA calculation (the ωB97M-V functional and the def2-TZVPD basis) on a structure of composition C39H39BBrF14N3OSrTe.

Results
Electronic energy   -164497.61346 eV
E_HOMO   -2.1 eV
Energy relative to the best compared isomer or geometry (same formula, charge and spin)   0.041 eV
Total charge   -2
Gap between HOMO and LUMO   5.937 eV

Structure (XYZ):
```
100
C39H39BBrF14N3OSrTe the ωB97M-V functional and the def2-TZVPD basis
Sr 1.7249 0.0453 0.5766
C 4.4073 2.3670 0.8811
N 4.1881 1.0249 0.3367
C 4.5713 1.0529 -1.0789
C 4.2621 -0.1785 -1.9219
N 2.9459 -0.7077 -1.6378
C 2.5885 -1.8279 -2.2685
C 3.2305 -2.5293 -3.3272
F 4.3655 -2.0471 -3.9056
C 2.7513 -3.7100 -3.8662
F 3.4290 -4.2898 -4.8775
C 1.5931 -4.3019 -3.4114
F 1.1329 -5.4542 -3.9477
C 0.9126 -3.6624 -2.3851
F -0.2133 -4.2055 -1.8999
C 1.3942 -2.4904 -1.8623
F 0.6880 -1.9298 -0.8485
C 4.9394 0.0811 1.1826
C 4.7117 -1.4212 1.0246
N 3.3628 -1.8083 1.3856
C 3.0427 -3.0975 1.3073
C 3.8361 -4.2351 0.9865
F 5.1690 -4.1114 0.7365
C 3.3353 -5.5225 0.9140
F 4.1723 -6.5337 0.6095
C 2.0078 -5.8032 1.1582
F 1.5307 -7.0668 1.0968
C 1.1823 -4.7378 1.4869
F -0.1181 -4.9625 1.7334
C 1.6886 -3.4659 1.5580
F 0.8233 -2.4635 1.8562
H 5.4792 2.6261 0.8380
H 4.0773 2.4179 1.9178
H 3.8375 3.1032 0.3209
H 5.6492 1.2846 -1.1625
H 4.0279 1.8986 -1.5098
H 5.0485 -0.9305 -1.7729
H 4.3756 0.1525 -2.9641
H 4.6670 0.3256 2.2146
H 6.0193 0.2909 1.0739
H 5.4633 -1.8718 1.6906
H 4.9777 -1.7412 0.0142
C -6.1990 2.6119 -2.0593
C -5.7992 1.1352 -1.9217
C -5.9991 0.4376 -3.2752
C -6.7425 0.4840 -0.9100
C -4.3374 1.0312 -1.4923
C -3.9266 0.4115 -0.3190
C -2.5855 0.3631 -0.0009
Br -2.0661 -0.4873 1.6271
C -1.5411 0.9150 -0.7872
O -0.3240 0.8333 -0.4217
C -1.9786 1.5519 -1.9967
C -3.3327 1.5798 -2.2916
C -1.0242 2.2028 -3.0169
C -1.1360 1.4421 -4.3487
C -1.4431 3.6666 -3.2382
C 0.4628 2.2267 -2.6353
H -7.2432 2.7028 -2.3774
H -5.5745 3.1235 -2.7930
H -6.0790 3.1283 -1.1050
H -7.0416 0.5156 -3.6018
H -5.7350 -0.6190 -3.2007
H -5.3675 0.8837 -4.0449
H -7.7765 0.5858 -1.2514
H -6.6614 0.9572 0.0704
H -6.5281 -0.5801 -0.7935
H -4.6344 -0.0399 0.3629
H -3.6329 2.0629 -3.2166
H -2.1573 1.4508 -4.7359
H -0.8339 0.4016 -4.2140
H -0.4805 1.8944 -5.0995
H -2.4698 3.7560 -3.5985
H -0.7848 4.1346 -3.9764
H -1.3605 4.2257 -2.3042
H 0.8783 1.2235 -2.5507
H 0.6329 2.7428 -1.6921
H 1.0030 2.7585 -3.4273
C 0.1682 -0.9676 4.6933
Te 1.4833 0.6122 4.0742
C -0.2814 1.8163 4.1197
C -1.2945 1.0520 4.9249
C -2.4645 1.6637 5.3695
C -3.4117 0.9501 6.0855
C -3.1975 -0.3939 6.3645
C -2.0371 -1.0094 5.9238
C -1.0801 -0.2971 5.2051
H 0.6418 -1.5745 5.4634
H -0.0526 -1.6054 3.8391
H -0.6217 1.9774 3.0967
H -0.0423 2.7858 4.5495
H -2.6314 2.7090 5.1370
H -4.3181 1.4395 6.4209
H -3.9347 -0.9615 6.9195
H -1.8698 -2.0609 6.1289
F 1.4838 2.4956 1.3015
B 1.4875 3.7489 2.0156
F 2.1330 3.4882 3.2485
F 0.1796 4.1620 2.2287
F 2.2003 4.6923 1.2750
```


# 2
ORCA calculation (the ωB97M-V functional and the def2-TZVPD basis) on a cluster of 6 separate species, C39H39BF9O11PS in total.

Results
Electronic energy   -108847.28406 eV
E_HOMO   -7.3 eV
SMILES   CC[PH2](CCCCC(F)(F)C(F)(F)S(F)(F)(F)(F)F)B(C)O.O=C1C=CC(=O)C=C1.O=C1C=CC(=O)C=C1.O=C1C=CC(=O)C=C1.O=C1C=CC(=O)C=C1.O=C1C=CC(=O)C=C1
Gap between HOMO and LUMO   5.613 eV

Structure (XYZ):
```
101
C39H39BF9O11PS the ωB97M-V functional and the def2-TZVPD basis
C 1.3937 -5.7361 5.2782
C -0.0725 -5.7281 5.6780
P -1.2786 -5.4718 4.1599
C -2.3648 -5.3386 2.5726
C -2.8690 -6.6492 1.9710
C -3.7360 -7.5377 2.8712
C -5.1441 -6.9909 3.1428
C -5.3275 -6.2884 4.4674
F -4.6508 -5.1127 4.5662
F -4.8184 -7.1020 5.4488
C -6.8112 -6.0791 4.9015
F -6.8320 -5.9013 6.2500
F -7.5446 -7.1923 4.6269
S -7.6713 -4.5515 4.1745
F -8.7693 -4.6302 5.3140
F -6.7770 -3.6154 5.0667
F -6.6256 -4.4662 2.9837
F -8.5994 -5.4563 3.2479
F -8.3855 -3.2730 3.5942
B -1.2167 -3.5460 4.4401
C -0.2450 -2.6601 3.5846
O -2.0615 -3.0079 5.3960
H 2.0193 -6.0709 6.1020
H 1.5958 -6.3867 4.4289
H 1.7315 -4.7302 5.0442
H -0.2409 -4.8675 6.3339
H -0.3487 -6.6003 6.2694
H -0.2948 -6.1201 3.3343
H -2.2882 -6.1484 4.8824
H -3.1987 -4.6389 2.6745
H -1.7059 -4.8861 1.8263
H -2.0284 -7.2448 1.6186
H -3.4572 -6.4347 1.0762
H -3.1886 -7.7910 3.7717
H -3.8707 -8.4747 2.3381
H -5.8463 -7.8174 3.1266
H -5.4148 -6.3375 2.3199
H 0.6959 -3.1832 3.4469
H -0.1065 -1.7038 4.0800
H -0.7116 -2.5315 2.6141
H -2.9480 -2.8739 5.0597
O 0.2602 -1.3463 0.7548
C -0.2425 -0.2757 0.4865
C -0.8197 0.5949 1.5418
C -1.3725 1.7681 1.2435
C -1.4305 2.2515 -0.1575
O -1.9332 3.3234 -0.4251
C -0.8541 1.3851 -1.2125
C -0.3025 0.2121 -0.9159
H -0.7635 0.2227 2.5562
H -1.7986 2.4247 1.9922
H -0.9078 1.7624 -2.2257
H 0.1288 -0.4329 -1.6709
O 0.7021 4.0961 -7.4702
C 0.9442 3.3200 -6.5716
C 2.3018 3.2106 -5.9874
C 2.5674 2.3587 -5.0025
C 1.5139 1.4799 -4.4424
O 1.7557 0.7054 -3.5396
C 0.1516 1.5838 -5.0262
C -0.1131 2.4371 -6.0118
H 3.0586 3.8623 -6.4056
H 3.5563 2.2758 -4.5713
H -0.6038 0.9299 -4.6073
H -1.0979 2.5305 -6.4516
O 7.1529 5.4968 -10.8731
C 6.8045 5.6076 -9.7189
C 5.4022 5.9440 -9.3649
C 5.0223 6.0684 -8.0964
C 5.9816 5.8703 -6.9808
O 5.6327 5.9760 -5.8240
C 7.3828 5.5326 -7.3343
C 7.7641 5.4110 -8.6025
H 4.7178 6.0802 -10.1924
H 4.0048 6.3133 -7.8173
H 8.0657 5.3924 -6.5062
H 8.7802 5.1647 -8.8830
O -2.8683 9.6862 0.8861
C -2.7398 8.5540 1.2984
C -2.6745 7.3955 0.3745
C -2.5354 6.1508 0.8266
C -2.4382 5.8757 2.2834
O -2.3085 4.7463 2.7091
C -2.5036 7.0337 3.2103
C -2.6427 8.2747 2.7539
H -2.7468 7.6227 -0.6814
H -2.4852 5.2902 0.1677
H -2.4313 6.8077 4.2666
H -2.6920 9.1338 3.4107
O 5.6872 1.9435 -4.2371
C 6.1256 2.0076 -3.1067
C 6.1660 0.8142 -2.2279
C 6.6434 0.8892 -0.9888
C 7.1559 2.1691 -0.4360
O 7.5923 2.2368 0.6912
C 7.1127 3.3631 -1.3187
C 6.6351 3.2878 -2.5577
H 5.7863 -0.1069 -2.6510
H 6.6820 0.0327 -0.3281
H 7.4889 4.2857 -0.8958
H 6.5923 4.1446 -3.2197
```


# 3
ORCA calculation (the ωB97M-V functional and the def2-TZVPD basis) on a structure of composition C39H39Br2NO3P2SiSr.

Results
Electronic energy   -216088.69897 eV
E_HOMO   -6.9 eV
Energy relative to the best compared isomer or geometry (same formula, charge and spin)   1.474 eV
Gap between HOMO and LUMO   6.936 eV

Structure (XYZ):
```
88
C39H39Br2NO3P2SiSr the ωB97M-V functional and the def2-TZVPD basis
Sr -0.8037 -1.0284 -0.4406
O -1.6516 0.2367 1.5206
P -0.7613 1.3926 1.0785
C 0.8863 1.0276 0.2083
P 1.3524 0.9308 -1.5428
O 0.3832 0.0989 -2.3448
C 1.6576 2.5779 -2.1841
C 1.5594 2.7159 -3.5685
C 1.8106 3.9407 -4.1657
C 2.1612 5.0347 -3.3851
C 2.2597 4.9003 -2.0070
C 2.0099 3.6752 -1.4073
C 2.9704 0.1351 -1.5088
C 4.0817 0.7352 -0.9203
C 5.2847 0.0542 -0.8561
C 5.3858 -1.2290 -1.3815
C 4.2860 -1.8286 -1.9764
C 3.0778 -1.1479 -2.0392
C -0.8898 3.1145 1.6416
C -2.1739 3.6196 1.8177
C -2.3613 4.9169 2.2689
C -1.2650 5.7352 2.5042
C 0.0190 5.2401 2.3162
C 0.2031 3.9284 1.9099
C -1.7584 1.7132 -0.5237
C -1.4158 2.8165 -1.3068
C -2.0722 3.1068 -2.4906
C -3.1152 2.2963 -2.9162
C -3.5010 1.2194 -2.1361
C -2.8449 0.9244 -0.9432
H 1.2744 0.1087 0.6759
H 1.5666 1.7547 0.6626
H 1.2610 1.8672 -4.1721
H 1.7263 4.0434 -5.2394
H 2.3523 5.9936 -3.8486
H 2.5218 5.7525 -1.3939
H 2.0704 3.6050 -0.3282
H 4.0117 1.7400 -0.5191
H 6.1473 0.5204 -0.3989
H 6.3277 -1.7593 -1.3303
H 4.3686 -2.8237 -2.3928
H 2.2166 -1.6004 -2.5159
H -3.0321 2.9918 1.6069
H -3.3632 5.2942 2.4269
H -1.4102 6.7537 2.8405
H 0.8770 5.8691 2.5172
H 1.2083 3.5294 1.8518
H -0.6284 3.4816 -0.9704
H -1.7760 3.9673 -3.0783
H -3.6359 2.5138 -3.8396
H -4.3343 0.5988 -2.4426
H -3.2147 0.0835 -0.3557
C 1.1893 -3.5765 0.8681
C 0.6326 -2.9939 2.1344
C 0.3171 -3.8727 3.1920
C -0.1068 -3.3547 4.3717
C -0.1936 -1.9552 4.5281
C -0.5507 -1.3547 5.7625
Br -0.9765 -2.4149 7.2761
C -0.5752 -0.0055 5.8967
C -0.2647 0.8027 4.7905
Br -0.2919 2.6698 5.0820
C 0.0560 0.3029 3.5485
O 0.3783 1.1127 2.5522
C 0.1099 -1.1347 3.4138
N 0.4946 -1.6891 2.2149
H 2.2193 -3.2433 0.7235
H 0.6086 -3.2926 -0.0082
H 1.1708 -4.6634 0.8934
H 0.4117 -4.9394 3.0457
H -0.3634 -3.9976 5.2017
H -0.8286 0.4544 6.8404
C -2.9609 -4.2353 -3.1781
Si -2.1426 -4.6573 -1.5292
C -0.3487 -5.1350 -1.9451
C -2.9189 -6.2978 -0.9931
C -2.2788 -3.2330 -0.3998
H -2.7467 -5.0057 -3.9235
H -2.6234 -3.2785 -3.5858
H -4.0459 -4.1764 -3.0595
H -0.3379 -5.7637 -2.8401
H 0.1131 -5.7117 -1.1389
H 0.2943 -4.2732 -2.1494
H -2.6859 -7.0791 -1.7232
H -4.0061 -6.2184 -0.9211
H -2.5503 -6.6323 -0.0201
H -2.2313 -3.5025 0.6654
H -3.2768 -2.7928 -0.5630
```


# 4
ORCA calculation (the ωB97M-V functional and the def2-TZVPD basis) on a structure of composition C39H39CoN3P2Se.

Results
Electronic energy   -167096.40920 eV
E_HOMO (spin up / spin down)   -7.2 / -7.3 eV
<S²>   3.77
Energy relative to the best compared isomer or geometry (same formula, charge and spin)   0.000 eV
Spin multiplicity   4
Gap between HOMO and LUMO (spin up / spin down)   7.254 / 6.880 eV

Structure (XYZ):
```
85
C39H39CoN3P2Se the ωB97M-V functional and the def2-TZVPD basis
Co -0.8633 -0.3259 -0.8640
C 2.3674 0.1597 1.7902
N 1.4851 -0.6907 0.9650
P 1.5769 -0.6970 -0.8015
C 1.6958 -2.4755 -1.2816
C 1.0393 -3.4920 -0.5900
C 1.1087 -4.8084 -1.0333
C 1.8184 -5.1207 -2.1821
C 2.4413 -4.1095 -2.9029
C 2.3781 -2.7974 -2.4590
C 3.2975 -0.1679 -1.0643
C 4.3609 -0.9266 -0.5705
C 5.6618 -0.4936 -0.7593
C 5.9121 0.6897 -1.4549
C 4.8610 1.4357 -1.9611
C 3.5510 1.0075 -1.7628
P -0.1950 -0.7704 1.3524
C -0.3281 -2.2093 2.4426
C -1.6115 -2.6551 2.7656
C -1.7736 -3.7477 3.6050
C -0.6572 -4.3973 4.1201
C 0.6183 -3.9636 3.7838
C 0.7850 -2.8743 2.9369
C -0.6523 0.5611 2.5119
C -1.5353 1.5412 2.0530
C -1.9707 2.5548 2.9014
C -1.5199 2.5957 4.2115
C -0.6630 1.6061 4.6873
C -0.2475 0.5837 3.8491
H 3.4121 -0.0771 1.6180
H 2.1560 -0.0259 2.8419
H 2.2164 1.2282 1.6001
H 0.4618 -3.2766 0.2976
H 0.5961 -5.5849 -0.4790
H 1.8812 -6.1479 -2.5211
H 2.9780 -4.3439 -3.8135
H 2.8702 -2.0183 -3.0306
H 4.1631 -1.8568 -0.0476
H 6.4850 -1.0793 -0.3692
H 6.9330 1.0228 -1.6029
H 5.0549 2.3495 -2.5094
H 2.7226 1.5871 -2.1567
H -2.4786 -2.1546 2.3446
H -2.7679 -4.0980 3.8496
H -0.7817 -5.2490 4.7788
H 1.4867 -4.4781 4.1752
H 1.7798 -2.5517 2.6470
H -1.8960 1.4964 1.0351
H -2.6712 3.3006 2.5410
H -1.8477 3.3905 4.8738
H -0.3327 1.6237 5.7202
H 0.3801 -0.2110 4.2410
Se -2.4911 -2.1288 -1.1127
C -4.2398 -1.3760 -1.0111
C -4.5443 -0.0721 -1.3883
C -5.8653 0.3512 -1.3277
N -6.8827 -0.4126 -0.9187
C -6.5709 -1.6571 -0.5437
C -5.2866 -2.1776 -0.5685
H -3.7710 0.6065 -1.7288
H -6.1204 1.3627 -1.6327
H -7.3977 -2.2726 -0.2029
H -5.0995 -3.1970 -0.2516
C 0.9706 4.9567 0.3823
N 0.5521 4.3052 -0.8397
C 1.6861 3.9151 -1.6554
C -0.3517 3.2015 -0.5763
C -1.0974 2.6645 -1.7928
C -1.6467 3.5688 -2.7061
C -2.2222 3.1241 -3.8862
C -2.2232 1.7626 -4.1748
C -1.7035 0.8676 -3.2483
C -1.1592 1.2863 -2.0159
H 1.6014 5.8144 0.1430
H 1.5453 4.2901 1.0522
H 0.0976 5.3191 0.9299
H 2.2640 4.7978 -1.9353
H 1.3414 3.4279 -2.5682
H 2.3601 3.2187 -1.1194
H -1.0656 3.5566 0.1714
H 0.1991 2.3625 -0.1170
H -1.5899 4.6307 -2.4911
H -2.6479 3.8345 -4.5868
H -2.6429 1.3991 -5.1063
H -1.7403 -0.1884 -3.4945
```


# 5
ORCA calculation (the ωB97M-V functional and the def2-TZVPD basis) on a structure of composition C39H40CaIN4O4S3Se.

Results
Electronic energy   -179637.73519 eV
E_HOMO   -3.4 eV
Energy relative to the best compared isomer or geometry (same formula, charge and spin)   0.617 eV
Total charge   -1
Gap between HOMO and LUMO   5.260 eV

Structure (XYZ):
```
93
C39H40CaIN4O4S3Se the ωB97M-V functional and the def2-TZVPD basis
Ca 0.0471 1.0774 -0.3032
I -1.7634 3.7437 0.2577
C -0.6511 3.9421 2.0363
C -1.2164 4.6362 3.0673
C -0.4639 4.8916 4.2363
C 0.8366 4.4935 4.3104
C 1.4379 3.7810 3.2415
C 2.8110 3.4300 3.2846
C 3.3831 2.7878 2.2278
C 2.5882 2.3835 1.1224
C 1.2322 2.6320 1.0235
C 0.6836 3.4285 2.0879
H -2.2314 5.0008 2.9883
H -0.9220 5.4320 5.0558
H 1.4357 4.7268 5.1844
H 3.3949 3.7092 4.1556
H 4.4473 2.5665 2.2454
H 3.0905 1.8638 0.3074
O 0.3987 -0.7268 1.3085
S -0.4024 -1.8120 1.9934
C -1.0909 -2.9124 0.6732
C -0.8873 -2.3671 -0.7430
C 0.1620 -3.1153 -1.5604
C 1.5940 -2.9032 -1.0665
S 2.3520 -1.4051 -1.7440
O 1.6510 -0.2105 -1.1681
C 3.8848 -1.5421 -0.8447
C 4.0279 -0.8411 0.3401
C 5.2229 -0.9447 1.0393
C 6.2489 -1.7439 0.5538
C 6.0922 -2.4378 -0.6405
C 4.9073 -2.3307 -1.3533
C 0.8526 -2.9117 2.6449
C 2.1530 -2.4465 2.7263
C 3.1372 -3.2660 3.2668
C 2.8112 -4.5269 3.7426
C 1.4937 -4.9709 3.6883
C 0.5089 -4.1632 3.1446
H -2.1496 -2.9756 0.9305
H -0.6347 -3.8941 0.8041
H -0.5746 -1.3315 -0.7150
H -1.8339 -2.3422 -1.2774
H 0.0803 -2.7837 -2.5998
H -0.0514 -4.1882 -1.5551
H 2.2664 -3.6941 -1.4099
H 1.6668 -2.8310 0.0215
H 3.2162 -0.2197 0.6953
H 5.3477 -0.3924 1.9625
H 7.1798 -1.8195 1.1011
H 6.8988 -3.0483 -1.0247
H 4.7835 -2.8480 -2.2978
H 2.3779 -1.4544 2.3592
H 4.1592 -2.9120 3.3133
H 3.5788 -5.1647 4.1612
H 1.2340 -5.9486 4.0733
H -0.5192 -4.5050 3.1124
Se -2.1939 0.5778 -2.2485
O -3.9116 1.6725 -4.7361
C -2.8017 1.8522 -5.5775
N -1.6938 2.3624 -4.8026
C -0.7560 3.2095 -5.2392
O -0.7259 3.7507 -6.3413
C 0.3056 3.4567 -4.2047
C 0.9444 4.6785 -4.0997
C 1.8498 4.8682 -3.0646
C 2.0660 3.8311 -2.1689
N 1.4794 2.6398 -2.2817
C 0.6375 2.4613 -3.2965
H -3.5857 1.1878 -3.9535
H -3.0570 2.5664 -6.3582
H -2.5113 0.9021 -6.0421
H -1.6204 1.9244 -3.8713
H 0.7125 5.4597 -4.8129
H 2.3566 5.8143 -2.9286
H 2.7177 3.9587 -1.3117
H 0.1609 1.4877 -3.3567
C -5.6685 -0.4201 -1.9326
C -5.3469 -0.8020 -0.5282
C -6.0292 -1.7453 0.1932
C -5.5182 -2.0862 1.4554
N -4.4965 -1.4742 2.0132
C -3.8911 -0.4483 1.3438
S -2.6964 0.4931 2.0597
N -4.2937 -0.1987 0.0539
C -6.1418 -3.2080 2.2364
H -6.5856 -0.9080 -2.2599
H -4.8210 -0.7113 -2.5616
H -5.7655 0.6596 -2.0313
H -6.8861 -2.2493 -0.2304
H -3.6100 0.3128 -0.5811
H -7.2070 -3.0235 2.3880
H -5.6510 -3.2993 3.2018
H -6.0487 -4.1490 1.6901
```


Let's list maximum force in order: 0.0133, 0.0257, 0.0379, 0.0214, 0.0256 Eh/bohr.
Let's list molecular weight in order: 1137.669, 928.565, 907.207, 749.603, 970.916 u.